1.
Computed, not measured: a 2-piece molecular cluster, C2H8NO2 overall at a distorted geometry, with ωB97M-V with the def2-TZVPD basis set.

Geometry (Å):
1 C 0.033 -1.951 -1.475
2 O -0.885 -1.821 -0.483
3 H 0.947 -2.137 -0.935
4 H 0.260 -0.993 -1.935
5 H -0.021 -2.776 -2.168
6 N -0.552 2.118 1.056
7 C 0.804 1.517 0.737
8 O 0.563 0.240 0.305
9 H -1.029 1.434 1.563
10 H -0.977 2.270 0.044
11 H 1.393 1.730 1.632
12 H 1.225 2.248 0.000
13 H -0.381 -1.355 0.261

Atoms 1-2, force components in eV/Å:
C 2.6225 0.6738 0.2992
O -1.6160 -0.2095 2.0903

Output
Orbital gap   7.27 eV
Charge   -1
Relative energy (zero: lowest compared OMol25 entry of this formula, charge and spin)   1.526 eV
HOMO energy   -2.868 eV

---

2.
Computed, not measured: a 2-piece molecular cluster, C14H14N3O3 overall, with ωB97M-V with the def2-TZVPD basis set.

Geometry (Å):
1 C 3.329 -0.902 -1.876
2 C 3.255 0.404 -2.612
3 O 3.331 0.503 -3.800
4 O 3.115 1.535 -1.821
5 C 1.849 2.185 -1.805
6 C 0.770 1.442 -2.550
7 C 0.560 1.654 -3.938
8 N -0.352 1.065 -4.658
9 N -1.120 0.189 -4.013
10 C -0.987 -0.096 -2.736
11 O -1.833 -1.074 -2.284
12 C -2.341 -0.844 -1.089
13 N -2.680 -0.779 0.008
14 C -0.041 0.520 -1.930
15 H 2.341 -1.367 -1.852
16 H 3.993 -1.562 -2.427
17 H 3.666 -0.755 -0.852
18 H 1.953 3.180 -2.241
19 H 1.540 2.291 -0.764
20 H 1.198 2.353 -4.466
21 H -1.834 -0.279 -4.568
22 H 0.055 0.271 -0.880
23 C -1.444 -0.502 5.763
24 C -0.955 -1.698 5.255
25 C -1.163 -2.021 3.921
26 C -1.854 -1.145 3.094
27 C -2.340 0.051 3.602
28 C -2.138 0.372 4.938
29 H -1.286 -0.252 6.804
30 H -0.415 -2.378 5.900
31 H -0.788 -2.957 3.528
32 H -2.017 -1.391 2.055
33 H -2.882 0.733 2.957
34 H -2.523 1.302 5.336

Atoms 1-2, force components in eV/Å:
C 0.2840 0.2906 0.1884
C 0.3355 -0.0978 -0.3890

Output
Orbital gap   5.18 eV
Charge   +1
Relative energy (zero: lowest compared OMol25 entry of this formula, charge and spin)   1.531 eV
HOMO energy   -11.139 eV

---

3.
Computed, not measured: a 2-piece molecular cluster, C6H14N4O4S overall at a distorted geometry, with ωB97M-V with the def2-TZVPD basis set.

Geometry (Å):
1 C -1.641 1.279 0.645
2 C 0.935 -0.340 -1.916
3 C 0.670 2.326 0.115
4 C 0.148 1.388 2.420
5 C -1.033 -2.587 1.493
6 C -0.208 1.531 0.984
7 N 1.834 -0.849 -2.815
8 N 1.330 -0.405 -0.583
9 N 0.410 -0.649 0.385
10 N -0.118 0.318 -2.195
11 O -2.441 1.079 1.532
12 O -1.983 1.383 -0.623
13 O 0.098 -2.727 -0.912
14 O -1.920 -1.369 -0.674
15 S -0.690 -1.822 -0.104
16 H 0.128 2.789 -0.705
17 H 1.430 1.662 -0.320
18 H 1.198 3.078 0.701
19 H 1.225 1.346 2.561
20 H -0.322 0.503 2.841
21 H -0.245 2.250 2.967
22 H -1.863 -2.049 1.933
23 H -1.283 -3.623 1.310
24 H -0.139 -2.503 2.097
25 H 2.378 -1.654 -2.541
26 H 1.516 -0.883 -3.772
27 H 2.242 -0.819 -0.409
28 H -0.385 0.304 -3.171
29 H -1.271 1.039 -1.245

Atoms 1-2, force components in eV/Å:
C -0.7628 0.0860 -0.1605
C 0.5401 0.5032 -0.3059

Output
Orbital gap (alpha / beta)   7.82 / 7.82 eV
Charge   0
Relative energy (zero: lowest compared OMol25 entry of this formula, charge and spin)   0.000 eV
HOMO energy (alpha / beta)   -8.739 / -8.738 eV

---

4.
Computed, not measured: C26H29Br2N2OPRh as an isolated structure at a distorted geometry, with ωB97M-V with the def2-TZVPD basis set.

Geometry (Å):
1 Rh -0.529 0.911 0.472
2 O -1.729 3.518 1.257
3 C -1.840 2.546 0.612
4 C -2.767 1.852 -0.270
5 C -4.082 2.172 -0.621
6 C -4.684 1.327 -1.533
7 C -3.995 0.220 -2.040
8 C -2.690 -0.097 -1.662
9 C -2.078 0.734 -0.741
10 P -0.336 -1.426 1.045
11 C 0.990 -1.977 2.133
12 C 0.858 -2.507 3.414
13 C 1.984 -2.934 4.102
14 C 3.238 -2.845 3.513
15 C 3.370 -2.335 2.228
16 C 2.252 -1.892 1.539
17 C -1.043 -2.880 0.318
18 C -0.973 -2.958 -1.076
19 C -1.364 -4.123 -1.715
20 C -1.860 -5.185 -0.970
21 C -1.941 -5.105 0.418
22 C -1.518 -3.962 1.068
23 H -4.580 3.047 -0.225
24 H -5.693 1.525 -1.869
25 H -4.500 -0.418 -2.754
26 H -2.216 -0.975 -2.075
27 H -0.114 -2.618 3.879
28 H 1.881 -3.351 5.095
29 H 4.111 -3.184 4.053
30 H 4.346 -2.287 1.763
31 H 2.362 -1.512 0.528
32 H -0.580 -2.128 -1.653
33 H -1.290 -4.203 -2.791
34 H -2.179 -6.088 -1.472
35 H -2.319 -5.943 0.987
36 H -1.542 -3.922 2.151
37 Br 0.536 1.223 2.986
38 C -1.109 0.574 3.728
39 Br -1.973 -0.906 2.692
40 H -1.853 1.361 3.718
41 H -0.908 0.142 4.701
42 C 2.042 4.198 -1.301
43 C 1.271 3.355 -0.267
44 N 0.943 2.013 -0.822
45 C 2.204 1.253 -0.971
46 C 3.264 2.105 -1.701
47 N 2.550 3.254 -2.353
48 C 1.396 2.736 -3.163
49 C 0.344 2.198 -2.174
50 H 2.896 4.711 -0.863
51 H 1.413 4.932 -1.802
52 H 0.358 3.866 0.024
53 H 1.872 3.208 0.631
54 H 1.982 0.342 -1.525
55 H 2.572 0.969 0.014
56 H 3.780 1.544 -2.477
57 H 4.005 2.529 -1.025
58 H 3.199 3.750 -2.966
59 H 1.789 1.965 -3.823
60 H 1.015 3.553 -3.772
61 H -0.043 1.245 -2.524
62 H -0.497 2.883 -2.077

Atoms 1-2, force components in eV/Å:
Rh -0.0505 -0.3320 0.1130
O 0.0043 -0.0190 -0.0428

Output
Orbital gap (alpha / beta)   6.84 / 6.94 eV
Charge   +3
Relative energy (zero: lowest compared OMol25 entry of this formula, charge and spin)   3.237 eV
HOMO energy (alpha / beta)   -16.871 / -16.762 eV

---

5.
Computed, not measured: a 8-piece molecular cluster, C8H31N14O8 overall at a distorted geometry, with ωB97M-V with the def2-TZVPD basis set.

Geometry (Å):
1 C 18.067 -8.149 -11.853
2 O 18.722 -9.236 -12.480
3 H 18.179 -7.194 -12.367
4 H 16.986 -8.207 -11.733
5 H 18.277 -8.203 -10.785
6 C 24.288 -5.539 -10.143
7 O 24.961 -4.515 -10.059
8 N 24.839 -6.753 -10.197
9 N 23.033 -5.645 -10.384
10 H 24.244 -7.548 -10.378
11 H 25.838 -6.696 -10.335
12 H 22.719 -4.744 -10.715
13 H 22.617 -6.506 -10.706
14 C 18.898 -15.030 -13.977
15 O 18.859 -16.164 -14.308
16 N 19.765 -14.448 -13.207
17 N 18.054 -14.181 -14.471
18 H 20.441 -15.131 -12.893
19 H 19.810 -13.466 -12.977
20 H 17.201 -14.523 -14.890
21 H 18.099 -13.234 -14.122
22 C 11.420 -7.584 -12.049
23 O 10.830 -6.554 -11.963
24 N 11.560 -8.371 -11.097
25 N 11.958 -7.961 -13.166
26 H 12.145 -9.176 -11.269
27 H 11.063 -8.206 -10.233
28 H 11.811 -7.379 -13.978
29 H 12.381 -8.879 -13.168
30 C 23.478 -9.043 -15.866
31 O 24.435 -8.960 -16.546
32 N 23.506 -9.609 -14.681
33 N 22.367 -8.378 -16.202
34 H 22.623 -9.791 -14.225
35 H 24.374 -10.053 -14.421
36 H 22.396 -7.917 -17.100
37 H 21.513 -8.708 -15.777
38 C 15.147 -2.519 -10.040
39 O 16.079 -1.779 -9.819
40 N 15.101 -3.704 -9.487
41 N 14.141 -2.350 -10.842
42 H 15.943 -4.101 -9.096
43 H 14.276 -4.241 -9.715
44 H 14.045 -1.357 -10.998
45 H 13.364 -2.993 -10.784
46 C 19.914 -10.928 -6.970
47 O 20.350 -11.496 -5.937
48 N 19.025 -9.999 -6.970
49 N 20.225 -11.223 -8.217
50 H 18.764 -9.576 -6.091
51 H 18.803 -9.547 -7.846
52 H 21.054 -11.777 -8.377
53 H 20.038 -10.512 -8.909
54 C 15.508 -9.881 -17.568
55 O 15.064 -9.834 -18.688
56 N 16.360 -9.069 -17.063
57 N 15.083 -10.614 -16.591
58 H 16.616 -9.175 -16.092
59 H 16.866 -8.499 -17.725
60 H 15.361 -10.285 -15.678
61 H 14.225 -11.141 -16.674

Atoms 1-2, force components in eV/Å:
C 0.6222 -2.4817 -0.7008
O -0.8517 1.0813 0.2131

Output
Orbital gap   5.35 eV
Charge   -1
Relative energy (zero: lowest compared OMol25 entry of this formula, charge and spin)   6.081 eV
HOMO energy   -3.668 eV

---

6.
Computed, not measured: one molecule with the formula C27H25N3O5S at a distorted geometry, with ωB97M-V with the def2-TZVPD basis set.

Geometry (Å):
1 C 3.832 3.782 -0.584
2 C 3.726 2.290 -0.884
3 O 3.243 1.544 0.219
4 C 1.932 1.580 0.545
5 C 0.929 2.210 -0.192
6 C -0.377 2.198 0.267
7 C -0.688 1.557 1.446
8 S -2.327 1.696 2.137
9 O -2.901 2.933 1.702
10 O -2.248 1.418 3.540
11 N -3.215 0.419 1.529
12 C -3.759 0.227 0.273
13 C -3.930 1.303 -0.594
14 C -4.547 1.126 -1.818
15 C -5.020 -0.121 -2.196
16 C -4.864 -1.194 -1.338
17 C -4.220 -1.038 -0.118
18 C -4.069 -2.237 0.752
19 O -4.977 -2.947 1.124
20 N -2.773 -2.524 1.109
21 N -1.736 -1.883 0.551
22 C -0.549 -2.286 0.775
23 C 0.593 -1.727 0.094
24 C 0.408 -0.964 -1.065
25 O -0.857 -0.631 -1.391
26 C -1.116 0.023 -2.611
27 C 1.521 -0.609 -1.852
28 C 2.785 -0.960 -1.477
29 C 3.023 -1.642 -0.268
30 C 4.335 -1.933 0.155
31 C 4.564 -2.564 1.345
32 C 3.480 -2.919 2.158
33 C 2.195 -2.657 1.766
34 C 1.917 -2.023 0.536
35 C 0.291 0.904 2.175
36 C 1.594 0.914 1.729
37 H 2.856 4.205 -0.361
38 H 4.477 3.938 0.276
39 H 4.254 4.299 -1.441
40 H 3.110 2.109 -1.773
41 H 4.722 1.878 -1.068
42 H 1.155 2.728 -1.111
43 H -1.155 2.713 -0.273
44 H -3.148 -0.389 2.124
45 H -3.606 2.280 -0.276
46 H -4.673 1.973 -2.476
47 H -5.515 -0.254 -3.147
48 H -5.234 -2.172 -1.607
49 H -2.622 -3.368 1.673
50 H -0.370 -3.141 1.438
51 H -2.199 0.129 -2.654
52 H -0.656 1.016 -2.640
53 H -0.774 -0.566 -3.468
54 H 1.374 -0.064 -2.771
55 H 3.628 -0.700 -2.101
56 H 5.159 -1.636 -0.478
57 H 5.570 -2.781 1.670
58 H 3.665 -3.398 3.109
59 H 1.387 -2.919 2.430
60 H 0.018 0.429 3.103
61 H 2.382 0.427 2.280

Atoms 1-2, force components in eV/Å:
C -0.0976 -0.4000 0.0626
C 0.1328 0.3365 -0.2000

Output
Orbital gap   7.80 eV
Charge   0
Relative energy (zero: lowest compared OMol25 entry of this formula, charge and spin)   1.750 eV
HOMO energy   -7.895 eV

---

7.
Computed, not measured: C20H26MoN as an isolated structure at a distorted geometry, with ωB97M-V with the def2-TZVPD basis set.

Geometry (Å):
1 C 1.745 -1.247 -2.786
2 C 2.046 -2.652 -2.257
3 C 1.060 -1.304 -4.164
4 C 3.078 -0.499 -2.913
5 H 1.793 -1.708 -4.881
6 H 0.746 -0.315 -4.522
7 H 0.180 -1.958 -4.192
8 H 2.887 -3.096 -2.813
9 H 1.195 -3.336 -2.358
10 H 2.339 -2.606 -1.201
11 H 3.696 -1.054 -3.633
12 H 3.612 -0.468 -1.959
13 H 2.978 0.525 -3.287
14 C -2.049 -1.125 0.090
15 C -1.942 -0.929 -1.337
16 C -1.020 -1.955 -1.814
17 H -2.633 -0.397 -1.985
18 C -0.337 -2.494 -0.644
19 C -1.039 -2.009 0.503
20 H -0.878 -2.431 1.502
21 H -2.893 -0.801 0.708
22 H -1.020 -2.373 -2.819
23 H 0.299 -3.377 -0.619
24 C 1.030 1.857 -0.220
25 C -0.376 1.908 -0.476
26 C -0.579 1.659 -1.887
27 H -1.124 2.310 0.212
28 C 0.711 1.599 -2.509
29 C 1.698 1.659 -1.466
30 H 2.787 1.732 -1.593
31 H 1.545 2.052 0.719
32 H -1.526 1.682 -2.427
33 H 0.900 1.578 -3.584
34 Mo 0.366 -0.311 -1.463
35 C -1.949 1.972 6.286
36 C -1.538 1.580 4.897
37 C -1.829 0.296 4.406
38 C -1.385 -0.051 3.116
39 N -0.697 0.775 2.329
40 C -0.421 1.998 2.801
41 C -0.830 2.444 4.066
42 H -3.039 1.961 6.414
43 H -1.528 1.280 7.029
44 H -1.591 2.980 6.512
45 H -2.395 -0.433 4.987
46 H -1.614 -1.042 2.716
47 H 0.132 2.663 2.145
48 H -0.590 3.459 4.370

Atoms 1-2, force components in eV/Å:
C -0.0145 -0.2338 -0.2747
C 0.2471 -0.1528 -0.3583

Output
Orbital gap (alpha / beta)   5.13 / 6.87 eV
Spin multiplicity   3
Charge   +1
Relative energy (zero: lowest compared OMol25 entry of this formula, charge and spin)   0.960 eV
HOMO energy (alpha / beta)   -10.637 / -11.938 eV

---

8.
Computed, not measured: C3H5NOS as an isolated structure at a distorted geometry, with ωB97M-V with the def2-TZVPD basis set.

Geometry (Å):
1 C 0.382 0.060 -0.045
2 C -0.366 -0.496 1.187
3 C -0.298 -0.932 -1.007
4 H 0.148 1.615 -1.401
5 H 0.864 2.164 -0.036
6 H 1.458 -0.246 -0.003
7 H 0.253 -0.730 2.074
8 H -1.256 0.040 1.565
9 N 0.191 1.455 -0.391
10 O -0.388 -1.030 -2.215
11 S -0.989 -1.901 0.272

Atoms 1-2, force components in eV/Å:
C 0.5957 0.6311 -0.4084
C -0.1699 0.3760 1.4505

Output
Orbital gap   10.23 eV
Charge   0
Relative energy (zero: lowest compared OMol25 entry of this formula, charge and spin)   0.970 eV
HOMO energy   -9.608 eV